{
  "formula": "C49H39LiN5OP2S5Te",
  "method": "ωB97M-V with the def2-TZVPD basis set",
  "fmax_ev_per_a": 0.801,
  "homo_ev": -3.777,
  "orbital_gap_ha": 0.213,
  "charge": -1,
  "elements": ["Li", "N", "C", "N", "C", "C", "S", "C", "C", "S", "C", "N", "N", "H", "H", "H", "H", "H", "H", "Te", "C", "C", "C", "N", "C", "C", "C", "P", "C", "C", "C", "C", "C", "C", "C", "C", "C", "C", "C", "C", "P", "C", "C", "C", "C", "C", "C", "C", "C", "C", "C", "C", "C", "H", "H", "H", "H", "H", "H", "H", "H", "H", "H", "H", "H", "H", "H", "H", "H", "H", "H", "H", "H", "H", "H", "H", "H", "O", "C", "C", "C", "C", "C", "S", "C", "C", "C", "C", "S", "C", "C", "C", "C", "S", "H", "H", "H", "H", "H", "H", "H", "H", "H"],
  "coordinates": [[-0.981347, 0.367657, -0.762781], [-2.355401, -3.014196, -0.894556], [-3.189199, -1.936201, -0.776238], [-2.791399, -0.736803, -0.476810], [-3.875160, 0.127165, -0.364188], [-5.089080, -0.425350, -0.562336], [-4.912644, -2.104430, -0.905472], [-3.570524, 1.560212, -0.168000], [-4.436339, 2.583135, -0.008973], [-3.569769, 4.075028, 0.043746], [-2.084413, 3.200299, -0.165103], [-2.235116, 1.913942, -0.239444], [-0.858008, 3.813541, -0.170698], [-1.377601, -2.777255, -1.008098], [-2.665152, -3.763792, -1.486327], [-6.059888, 0.046422, -0.557239], [-5.513781, 2.560944, 0.060528], [-0.819485, 4.776343, -0.454836], [-0.110591, 3.233170, -0.537949], [1.551375, 2.170733, 2.535771], [2.711615, 1.656779, 4.221681], [2.659911, 2.435939, 5.369341], [3.412415, 2.063559, 6.475472], [4.198305, 0.985112, 6.512746], [4.238829, 0.245916, 5.395512], [3.524718, 0.533262, 4.240697], [1.151530, 0.098338, 1.902464], [-0.694544, 0.033765, 2.162815], [-0.848307, 0.502841, 3.962913], [-0.040568, -0.063931, 4.948166], [-0.196308, 0.287543, 6.282846], [-1.174263, 1.205539, 6.656473], [-1.992586, 1.767772, 5.685150], [-1.827429, 1.414974, 4.348042], [-1.143595, -1.746767, 2.541773], [-0.226576, -2.742647, 2.863737], [-0.647416, -4.026765, 3.198877], [-2.001013, -4.332782, 3.221919], [-2.930895, -3.342837, 2.916473], [-2.502571, -2.064730, 2.579247], [1.506457, 0.406520, 0.096112], [1.552708, -1.249566, -0.772058], [2.159975, -1.327571, -2.035638], [2.279912, -2.539181, -2.694692], [1.771753, -3.706003, -2.119731], [1.132668, -3.636670, -0.895028], [1.025245, -2.411399, -0.229338], [3.351315, 0.623792, 0.100071], [4.185450, -0.357308, 0.636263], [5.564769, -0.205555, 0.608364], [6.132570, 0.930407, 0.035099], [5.311551, 1.906007, -0.509454], [3.928354, 1.748300, -0.475022], [2.021162, 3.311793, 5.420941], [3.366067, 2.654626, 7.385837], [4.880438, -0.629792, 5.428842], [3.574245, -0.119951, 3.378721], [0.731705, -0.768425, 4.658687], [0.454157, -0.149312, 7.033171], [-1.293334, 1.482581, 7.698036], [-2.754659, 2.486727, 5.965410], [-2.457020, 1.864588, 3.586593], [0.831280, -2.496355, 2.862441], [0.084877, -4.787311, 3.447224], [-2.331267, -5.333185, 3.476627], [-3.990384, -3.570038, 2.933651], [-3.232378, -1.295447, 2.338836], [2.542556, -0.423727, -2.500528], [2.760892, -2.578132, -3.666144], [1.865185, -4.655082, -2.636151], [0.717751, -4.530883, -0.440686], [0.539928, -2.374609, 0.732677], [3.738784, -1.242126, 1.077429], [6.200604, -0.973688, 1.033967], [7.209451, 1.050780, 0.014260], [5.744279, 2.793657, -0.955147], [3.285317, 2.512614, -0.897781], [-0.879828, 0.271299, -2.476943], [-0.948820, 0.472192, -3.811203], [-0.265372, 1.795764, -4.224333], [-0.374507, 2.542565, -5.359607], [0.459211, 3.706194, -5.343648], [1.176014, 3.810363, -4.187367], [0.837193, 2.512991, -3.121857], [-2.418997, 0.567602, -4.274374], [-3.102348, -0.089567, -5.256157], [-4.475705, 0.310420, -5.348704], [-4.796352, 1.267924, -4.435541], [-3.449729, 1.679242, -3.466240], [-0.237418, -0.652153, -4.597838], [0.728856, -0.587194, -5.556797], [1.172037, -1.874938, -6.006452], [0.536569, -2.891544, -5.365952], [-0.580705, -2.295329, -4.216269], [-1.032799, 2.269509, -6.179389], [0.510591, 4.427948, -6.151758], [1.878107, 4.586146, -3.907759], [-2.647759, -0.838358, -5.892981], [-5.180613, -0.102296, -6.063039], [-5.753634, 1.745684, -4.272845], [1.112065, 0.351584, -5.937905], [1.938784, -2.022568, -6.759050], [0.675046, -3.956024, -5.495201]],
  "forces_ev_per_angstrom": [[-0.40, 0.10, -0.05], [-0.07, 0.24, 0.03], [0.16, 0.06, 0.15], [-0.38, 0.02, -0.03], [0.55, 0.26, -0.01], [-0.23, -0.04, 0.08], [-0.08, -0.16, -0.02], [0.33, -0.47, 0.02], [-0.22, 0.06, 0.08], [0.02, 0.13, 0.00], [0.22, -0.08, 0.07], [-0.22, 0.28, -0.15], [-0.21, -0.22, 0.03], [0.04, 0.04, -0.03], [-0.02, -0.05, -0.07], [0.11, -0.02, -0.04], [0.12, -0.02, -0.01], [-0.02, 0.02, -0.05], [-0.07, 0.02, 0.04], [0.01, -0.50, 0.03], [-0.08, 0.07, -0.08], [0.07, 0.09, 0.12], [0.05, -0.13, -0.09], [-0.09, 0.00, -0.23], [-0.06, 0.15, 0.12], [0.07, -0.10, 0.15], [-0.16, 0.63, -0.21], [0.28, -0.33, 0.59], [-0.13, 0.06, -0.14], [0.00, 0.03, 0.07], [-0.01, 0.01, -0.08], [0.02, -0.02, -0.10], [0.06, -0.08, -0.05], [-0.01, -0.01, 0.03], [0.09, 0.05, -0.06], [0.03, -0.07, 0.15], [0.02, 0.11, -0.04], [-0.07, 0.11, -0.04], [0.11, 0.02, 0.00], [0.02, -0.04, -0.07], [0.30, -0.48, 0.21], [0.10, 0.11, 0.06], [-0.06, -0.01, 0.07], [0.14, 0.02, 0.20], [0.08, 0.11, 0.02], [-0.04, 0.09, -0.02], [0.01, -0.05, -0.03], [-0.18, -0.06, -0.04], [0.01, 0.04, 0.00], [-0.04, 0.07, -0.02], [-0.08, -0.08, 0.05], [-0.09, -0.04, 0.03], [0.06, 0.06, -0.05], [0.03, -0.06, 0.01], [0.02, -0.01, -0.01], [-0.01, 0.01, 0.02], [-0.02, 0.00, 0.00], [-0.03, 0.03, 0.01], [-0.02, 0.02, -0.03], [0.01, -0.01, -0.03], [0.02, -0.03, -0.02], [0.02, 0.00, 0.02], [-0.01, 0.01, -0.02], [-0.01, 0.03, -0.01], [0.00, 0.02, 0.00], [0.00, 0.01, 0.00], [0.02, -0.04, -0.01], [0.01, -0.04, 0.02], [-0.05, 0.03, 0.09], [0.00, 0.03, 0.00], [0.01, 0.03, 0.02], [0.02, -0.02, 0.03], [0.01, 0.02, -0.01], [-0.01, 0.02, -0.01], [-0.02, -0.01, 0.00], [-0.01, -0.01, -0.01], [0.01, -0.01, 0.02], [0.23, 0.02, -0.77], [0.03, 0.10, -0.01], [-0.16, -0.03, 0.06], [0.09, 0.16, -0.06], [-0.09, -0.12, -0.01], [-0.05, 0.05, -0.13], [0.06, -0.19, 0.09], [0.10, -0.09, -0.17], [-0.14, 0.06, -0.03], [0.13, -0.09, -0.05], [-0.04, -0.02, -0.08], [0.09, 0.06, 0.15], [-0.03, -0.04, 0.14], [0.10, -0.15, -0.21], [0.00, 0.25, 0.01], [-0.12, 0.03, -0.05], [-0.32, 0.05, 0.06], [0.08, 0.05, 0.12], [0.00, -0.08, 0.08], [-0.11, -0.11, -0.04], [-0.01, 0.05, 0.05], [0.08, 0.04, 0.10], [0.11, -0.07, -0.04], [-0.01, -0.10, 0.04], [-0.09, 0.02, 0.06], [0.01, 0.10, 0.02]]
}